The following is a DFT calculation (ωB97M-V/def2-TZVPD) of a cluster of 2 separate species, C25H31N2OS in total in a non-equilibrium geometry.

```
60
Properties=species:S:1:pos:R:3:mulliken_charge:R:1
C -0.69232 3.58851 2.12168 -0.68
O -0.72372 2.62867 3.20866 -0.51
C -0.62754 1.28965 2.92789 0.07
C -1.91904 0.62083 2.89144 -0.06
C -2.34351 -0.05962 1.73759 0.15
C -3.64548 -0.56395 1.67477 -0.85
C -4.52467 -0.37116 2.74683 -0.63
C -4.09979 0.32439 3.88458 -0.63
C -2.82197 0.86262 3.94378 -0.56
C 0.67033 0.79546 2.78151 0.58
N 1.07655 -0.49510 3.02672 0.30
C 0.13082 -1.54577 3.35148 -1.66
C 2.43882 -0.69480 2.99036 -0.05
C 2.99523 -2.07028 3.12697 -1.33
C 3.13173 0.47499 2.90259 1.25
C 4.59924 0.66428 3.03892 -1.41
S 2.08999 1.83260 2.69628 -0.34
H -0.66062 4.55742 2.62138 0.25
H 0.19920 3.43268 1.50036 0.30
H -1.59530 3.49594 1.50482 0.25
H -1.62779 -0.13975 0.91180 0.73
H -3.98021 -1.09478 0.78059 0.63
H -5.54201 -0.77073 2.69506 0.44
H -4.77184 0.46322 4.73054 0.42
H -2.48193 1.47229 4.78260 0.47
H 0.64126 -2.30929 3.94432 0.39
H -0.69233 -1.15061 3.95387 0.39
H -0.27252 -2.00756 2.44099 0.65
H 4.08498 -2.00817 3.03777 0.31
H 2.77547 -2.54772 4.09431 0.33
H 2.65043 -2.74659 2.32852 0.06
H 5.11873 -0.29457 3.08966 0.34
H 5.00708 1.23494 2.19834 0.32
H 4.84075 1.22570 3.95231 0.31
C -4.28950 -5.73352 2.70136 -0.72
N -2.97511 -5.47620 2.12289 0.14
C -2.03034 -6.58749 2.05196 -0.90
C -2.64097 -4.27341 1.67464 -0.49
C -1.43000 -4.01995 1.00902 -0.10
C -1.17711 -2.83380 0.34374 -0.59
C -0.10307 -2.71843 -0.60273 0.62
C -0.31512 -2.03683 -1.82626 -0.37
C 0.61556 -2.12884 -2.85501 -0.74
C 1.81451 -2.83348 -2.65672 -0.39
C 2.07774 -3.43328 -1.41671 -0.88
C 1.12653 -3.39636 -0.39664 0.00
H -4.32095 -6.77979 3.01780 0.23
H -4.46953 -5.07137 3.56148 0.34
H -5.08168 -5.54851 1.95879 0.33
H -2.49606 -7.45108 2.53285 0.30
H -1.79229 -6.83388 1.00704 0.35
H -1.09069 -6.33110 2.56175 0.36
H -3.37511 -3.46787 1.79247 0.61
H -0.70941 -4.84318 0.92653 0.51
H -1.95905 -2.07336 0.34165 0.43
H -1.25400 -1.48878 -1.95423 0.38
H 0.40973 -1.65738 -3.81620 0.40
H 2.55499 -2.89146 -3.45528 0.40
H 3.02349 -3.95170 -1.24816 0.40
H 1.29464 -3.90783 0.55628 0.16
```

Calculated values
- Multiplicity: 1
- Molar mass: 407.60 g mol⁻¹
- Total charge: +1
- DFT total energy: -42282.4328 eV

---

The following is a DFT calculation (ωB97M-V/def2-TZVPD) of a structure of composition C32H49BN7O8Pb in a non-equilibrium geometry.

```
98
Properties=species:S:1:pos:R:3:mulliken_charge:R:1
Pb 0.12889 0.06158 -0.26899 2.78
O 1.33556 -8.44185 1.37547 -0.54
C 0.75494 -7.42032 1.29631 0.37
O 0.72341 -6.58136 0.24715 -0.51
B -0.22971 -5.51830 0.50887 1.19
O -0.68387 -5.69315 1.88266 -0.38
C -0.10492 -6.78505 2.41519 0.52
O -0.21549 -7.14591 3.53621 -0.58
O -1.34551 -5.50688 -0.46629 -0.63
C -1.31879 -4.40451 -1.18889 0.14
O -2.01139 -4.09666 -2.10266 -0.59
C -0.19365 -3.52574 -0.60736 0.37
O 0.38600 -4.17060 0.35619 0.13
O 0.09485 -2.40496 -0.93529 -0.74
C 1.02785 -4.05223 3.28357 -0.47
C -0.27872 -3.94630 4.06035 -1.05
C -1.44820 -3.32798 3.27507 -0.33
C -1.10878 -2.17476 2.46091 0.10
N -0.85666 -1.29881 1.77141 -0.35
H 1.11229 -5.02315 2.79518 0.08
H 1.88767 -3.89901 3.93248 0.73
H 1.08118 -3.29676 2.49337 -0.13
H -0.12600 -3.34540 4.96240 0.42
H -0.61692 -4.92186 4.40296 0.32
H -2.26146 -3.03426 3.94085 0.55
H -1.85445 -4.07217 2.58041 0.15
C -4.10761 1.84710 -3.75892 -0.96
C -3.08404 2.71345 -4.44069 -0.13
C -1.81998 1.95297 -4.85364 -0.59
C -0.99555 1.58188 -3.71409 0.09
N -0.37502 1.29777 -2.79108 -0.39
H -5.05120 2.37285 -3.63460 0.45
H -3.73371 1.48774 -2.79449 0.07
H -4.32179 0.95167 -4.35128 0.31
H -2.83016 3.57632 -3.81834 -0.08
H -3.50869 3.15864 -5.34578 0.36
H -1.23218 2.53005 -5.56746 0.35
H -2.10453 1.03417 -5.37560 0.33
C 5.16492 -3.06159 2.29631 -1.41
C 4.20619 -4.03148 1.63465 0.05
C 3.62501 -3.46501 0.33698 -0.34
C 2.89574 -2.22604 0.56835 0.25
N 2.30604 -1.25872 0.73395 -0.51
H 5.93204 -2.71217 1.59611 0.35
H 5.69753 -3.52112 3.13051 0.40
H 4.67196 -2.17280 2.69936 0.33
H 3.39427 -4.25644 2.32592 -0.15
H 4.73721 -4.95338 1.40931 0.42
H 2.94410 -4.16476 -0.14640 0.08
H 4.44495 -3.22501 -0.34514 0.52
C 1.98651 4.55467 2.84956 -0.94
C 1.28973 4.01935 4.10030 -0.47
C 1.37584 2.48925 4.25337 -0.59
C 1.07652 1.79197 3.02454 0.09
N 0.83553 1.25002 2.04689 -0.21
H 3.07006 4.41579 2.89635 0.35
H 1.80145 5.62356 2.74785 0.41
H 1.64246 4.04374 1.94740 0.11
H 0.23525 4.29884 4.06407 0.28
H 1.73184 4.44537 4.99846 0.30
H 0.64198 2.13668 4.98206 0.30
H 2.36368 2.17047 4.58560 0.30
C -5.24484 -2.76911 -2.29661 -1.23
C -5.67711 -1.32453 -2.13398 -0.06
C -5.06514 -0.62742 -0.91319 -0.54
C -3.60978 -0.67047 -0.87982 -0.09
N -2.46120 -0.70368 -0.84762 -0.12
H -5.77153 -3.21243 -3.14512 0.39
H -5.47275 -3.38006 -1.42228 0.31
H -4.18249 -2.86618 -2.51862 0.30
H -6.76143 -1.28871 -2.01479 0.34
H -5.43154 -0.76931 -3.04089 -0.02
H -5.49519 -1.02940 0.00365 0.43
H -5.34246 0.43336 -0.93104 0.28
C 0.15487 5.22204 -1.39290 -0.83
C -1.34790 5.47919 -1.28553 -0.33
C -2.01100 4.80060 -0.08962 -0.45
C -1.67007 3.38455 0.01090 0.10
N -1.41875 2.27942 0.11713 -0.49
H 0.58505 5.81282 -2.20271 0.43
H 0.37640 4.16633 -1.55620 0.12
H 0.67527 5.54453 -0.48447 0.21
H -1.84028 5.17195 -2.21375 -0.01
H -1.53439 6.55404 -1.24144 0.37
H -3.09952 4.85406 -0.18424 0.34
H -1.74293 5.29329 0.84525 0.28
C 4.04250 5.13087 -1.37154 -0.89
C 3.70987 4.42503 -2.66861 -0.27
C 3.82775 2.90594 -2.57479 -0.61
C 2.91818 2.30598 -1.60458 0.13
N 2.20483 1.83072 -0.84684 -0.32
H 5.09775 5.00686 -1.12152 0.37
H 3.46706 4.70786 -0.54596 0.06
H 3.81611 6.19025 -1.46301 0.33
H 4.34854 4.74890 -3.48891 0.35
H 2.68666 4.67990 -2.95713 0.14
H 4.84395 2.60966 -2.29423 0.33
H 3.64104 2.43375 -3.54288 0.31
```

Calculated values
- Multiplicity: 1
- Molar mass: 877.80 g mol⁻¹
- Total charge: +1
- DFT total energy: -66714.6058 eV

---

The following is a DFT calculation (ωB97M-V/def2-TZVPD) of a structure of composition C10H28LiN3O7 in a non-equilibrium geometry.

```
49
Properties=species:S:1:pos:R:3:mulliken_charge:R:1
Li 11.48815 -4.32717 24.57316 0.72
N 11.50096 -3.96674 27.05053 1.03
O 12.54143 -3.85034 26.32811 -0.64
O 11.48687 -3.62637 28.22431 -0.65
O 10.46309 -4.37374 26.45688 -0.59
C 8.46187 -2.77924 23.58537 -1.76
C 9.77245 -2.91507 22.84082 1.61
C 9.85990 -2.16465 21.52048 -0.94
O 11.12714 -2.42090 20.98146 -0.16
C 11.60905 -1.49292 20.04982 -0.86
N 10.87869 -2.64747 23.79149 -0.41
H 7.65309 -3.24218 23.01493 0.41
H 8.22153 -1.72894 23.78303 0.44
H 8.47756 -3.24798 24.57001 0.38
H 9.93633 -3.97662 22.59226 -0.77
H 9.70965 -1.09054 21.67644 0.44
H 9.08621 -2.62492 20.88992 0.29
H 11.24281 -1.70412 19.04132 0.31
H 12.69933 -1.43465 20.07462 0.23
H 11.33332 -0.45414 20.30571 0.35
H 10.70504 -1.81060 24.34128 0.22
H 11.76875 -2.48038 23.32327 0.15
C 9.72874 -6.85095 24.32745 -1.22
C 11.11349 -7.18421 23.75780 0.25
C 11.11397 -7.03711 22.28004 -0.34
O 12.41846 -7.28806 21.80496 -0.32
C 12.49057 -7.21658 20.40094 -0.77
N 12.12876 -6.31354 24.44499 -0.49
H 9.62559 -7.23985 25.33996 0.38
H 8.95009 -7.38211 23.76787 0.47
H 9.54475 -5.77916 24.31895 0.15
H 11.30997 -8.24611 23.96468 0.33
H 10.91514 -5.96332 22.06909 -0.10
H 10.31742 -7.62045 21.81373 0.52
H 11.78204 -7.91629 19.95019 0.35
H 13.49911 -7.48547 20.09183 0.25
H 12.30856 -6.19004 20.05495 0.27
H 12.18073 -6.67265 25.39310 0.27
H 12.97296 -6.56741 23.93132 0.13
C 14.87763 -5.10773 21.91375 -0.33
C 13.85405 -4.00145 22.05349 -0.08
O 13.61036 -3.60512 23.41341 -0.34
O 16.16112 -4.76522 22.40934 -0.54
H 14.99591 -5.34194 20.85645 0.29
H 14.45836 -5.99252 22.40360 0.16
H 12.92530 -4.27874 21.55226 0.09
H 14.19152 -3.11120 21.50210 0.27
H 14.44304 -3.18595 23.65690 0.21
H 16.04276 -4.42106 23.30131 0.33
```

Calculated values
- Multiplicity: 1
- Molar mass: 309.29 g mol⁻¹
- Total charge: 0
- DFT total energy: -29829.5055 eV

---

The following is a DFT calculation (ωB97M-V/def2-TZVPD) of the ion C4H11N2 with charge +1 in a non-equilibrium geometry.

```
17
Properties=species:S:1:pos:R:3:mulliken_charge:R:1
C -0.18130 1.03711 1.07777 -0.56
C 0.41969 0.24128 -0.06843 -0.47
C 1.52388 0.85133 -0.98506 -1.51
C -2.13472 0.01588 -0.04807 -1.09
N -0.87864 0.62275 -0.13950 0.42
N 0.74366 -1.27803 0.20765 -0.95
H -0.33285 0.61819 2.04506 0.43
H 0.04761 2.12053 1.01412 0.32
H 1.47126 0.32680 -1.96200 0.41
H 2.54993 0.80335 -0.75975 0.54
H 1.37650 1.96885 -1.10990 0.34
H -2.59492 -0.41825 -0.88361 0.41
H -2.16156 -0.83546 0.55826 0.52
H -2.72598 0.82042 0.34250 0.38
H 1.77919 -1.26038 0.24547 0.45
H 0.31883 -1.97473 -0.41399 0.77
H 0.54151 -1.64851 1.13974 0.59
```

Calculated values
- Multiplicity: 3
- Molar mass: 87.15 g mol⁻¹
- Total charge: +1
- DFT total energy: -7291.8292 eV
- ⟨S²⟩: 2.004

---

The following is a DFT calculation (ωB97M-V/def2-TZVPD) of the molecule C10H9NOS in a non-equilibrium geometry.

```
22
Properties=species:S:1:pos:R:3:mulliken_charge:R:1
C -2.85991 -1.77207 2.91564 -0.89
N -2.04118 -1.12364 1.91541 -0.10
C -0.73955 -1.34739 1.74538 0.25
C 0.02166 -0.71943 0.80528 -0.34
S 1.75237 -0.99764 0.56133 -0.31
C 1.77919 0.16950 -0.75915 0.40
C 2.90392 0.52388 -1.51663 -0.46
C 2.72747 1.46389 -2.52698 -0.30
C 1.48338 2.04407 -2.78847 -0.56
C 0.39104 1.69422 -2.02143 -0.28
C 0.54489 0.74721 -1.00818 -0.12
C -0.53175 0.25594 -0.11791 0.79
O -1.71174 0.62448 -0.14592 -0.84
H -3.66377 -2.33394 2.43772 0.29
H -3.30971 -1.03583 3.61373 0.28
H -2.24818 -2.42645 3.48842 0.32
H -2.45978 -0.44000 1.25902 0.25
H -0.27987 -2.09929 2.42575 0.26
H 3.88939 0.08598 -1.32177 0.37
H 3.60792 1.73763 -3.12402 0.34
H 1.37142 2.80439 -3.60605 0.31
H -0.62722 2.14448 -2.23117 0.34
```

Calculated values
- Structure (SMILES): CN/C=C1/Sc2ccccc2C1=O
- Multiplicity: 1
- Molar mass: 191.25 g mol⁻¹
- Total charge: 0
- DFT total energy: -24888.9102 eV